Entry 1:
The molecule C28H32N8O3 at a distorted geometry. Source: OMol25; level of theory: the ωB97M-V functional and the def2-TZVPD basis.

XYZ file:
```
71
Properties=species:S:1:pos:R:3:forces:R:3:mulliken_charge:R:1
O 0.8229 4.9710 -5.2478 0.0 0.0 0.4 -0.4310
O 1.4700 2.9173 6.4000 0.0 0.1 0.1 -0.4117
O 0.4327 2.7568 -5.0244 0.0 -0.3 -0.1 -0.6148
N -0.8609 -2.3745 2.4051 0.1 0.4 0.2 0.9031
N 1.5449 -4.5449 -4.9945 0.3 -0.4 -0.3 -0.6542
N -0.3137 1.5880 2.5388 0.1 0.2 0.2 -0.3002
N 0.5260 4.1752 -3.2130 0.1 0.5 0.1 -0.0435
N -0.8517 -2.6256 -1.3965 -0.1 0.0 -0.1 0.4728
N -1.0208 -2.7073 3.6969 -0.1 -0.4 0.7 -1.5763
N -0.4870 1.6336 4.8148 -0.1 0.0 0.0 -0.0096
N -0.4719 -0.3384 1.1754 0.0 0.3 -0.2 -0.2909
C 0.3511 -2.6645 -0.5868 0.4 0.0 0.1 -0.7066
C 1.7596 -3.3462 -5.5080 0.1 0.2 -0.1 -0.2762
C -0.4629 0.9063 3.6720 -0.2 -0.1 -0.3 0.4953
C -2.2216 -3.3434 0.5636 0.1 0.2 -0.1 -0.9814
C -0.3194 0.9627 1.3599 -0.1 -0.7 0.4 -0.7655
C -0.6463 -1.0445 2.2902 0.1 0.7 0.8 0.3882
C -0.6556 -0.4986 3.6042 0.1 -0.2 -0.8 0.9879
C 0.9042 4.7895 -6.6532 0.0 -0.2 -0.3 -0.6418
C -0.9058 -1.6240 4.4214 0.0 -0.1 0.0 -0.9790
C -0.1745 1.2206 -1.1080 0.0 0.2 0.3 -0.3183
C 0.1493 3.1495 0.2822 0.0 -0.2 -0.1 -0.9478
C -0.9793 -3.7394 -2.3160 0.0 0.1 0.0 -0.7114
C 0.2349 -2.3191 -3.9994 0.1 -0.2 -0.1 -0.2372
C -0.1174 1.7862 0.1656 0.1 0.3 -0.4 0.7188
C -2.0144 -2.3455 -0.5821 -0.4 0.0 0.1 -0.7954
C -0.3047 3.0703 4.7556 0.3 0.4 0.0 -0.6041
C 1.3049 1.5209 6.4527 -0.2 -0.3 0.1 -0.6338
C -0.9734 -3.4589 1.4483 -0.1 -0.7 -0.4 -0.0846
C 1.1317 -2.1984 -5.0457 -0.1 -0.1 0.1 -0.4671
C 1.1393 3.4224 5.1236 -0.3 0.1 -0.2 -0.5526
C 0.6893 -4.6505 -3.9926 -0.3 0.1 0.3 -0.4139
C -0.0026 -3.5749 -3.4497 0.1 0.0 -0.2 0.4919
C -0.1379 1.1106 6.1148 0.3 -0.1 0.3 -0.3823
C 0.3042 3.3478 -2.1110 -0.1 -0.3 0.1 1.1325
C 0.0343 1.9874 -2.2353 0.0 0.0 -0.2 -1.1341
C 0.5759 3.8442 -4.5324 0.1 0.4 -0.2 0.5899
C 0.3560 3.9212 -0.8405 0.0 0.0 -0.2 -0.9017
C 0.2816 -3.6512 0.5875 -0.1 0.2 -0.1 -1.0477
H -1.9937 -3.7186 -2.7298 0.0 -0.1 0.1 0.4225
H 1.1734 -3.5415 1.2066 0.0 -0.1 0.0 0.4505
H 1.9916 1.0329 5.7423 -0.1 0.0 0.1 0.3259
H -1.0882 -4.3336 2.1017 0.0 0.3 -0.2 0.2158
H 1.3372 -1.2373 -5.4911 0.0 0.1 -0.1 0.4398
H 0.5072 -1.6590 -0.1926 0.2 -0.2 -0.1 0.1319
H 1.5630 1.2198 7.4693 0.0 -0.1 -0.1 0.4052
H -0.8337 -4.7271 -1.8477 -0.1 0.0 -0.1 0.2598
H -0.2221 0.0290 6.1333 0.0 0.0 0.0 0.0421
H 0.6881 5.1528 -3.0121 0.0 -0.2 -0.1 0.1873
H 1.2774 4.5029 5.1794 0.0 0.0 -0.1 0.3795
H 0.1972 3.5898 1.2655 0.0 0.0 0.1 0.4389
H 1.7168 4.1043 -6.9025 -0.1 0.1 0.0 0.2957
H -0.8198 1.5423 6.8558 0.0 -0.1 0.0 0.3271
H -0.9878 3.5270 5.4790 0.0 0.0 0.0 0.2843
H -1.8756 -1.3468 -0.1624 -0.2 -0.1 -0.1 0.1572
H -0.5405 3.4069 3.7478 0.0 0.1 0.2 0.3946
H 1.8176 3.0043 4.3644 0.0 0.1 0.0 0.3475
H -0.0317 4.3811 -7.0396 0.1 0.1 0.0 0.2935
H -3.0753 -3.0391 1.1715 0.0 -0.1 0.0 0.5013
H -2.4356 -4.3328 0.1529 0.0 -0.1 0.0 0.3754
H 0.5636 4.9777 -0.7402 0.0 0.1 0.0 0.3316
H -0.2761 -1.4586 -3.5950 0.0 0.1 0.1 0.3907
H -2.8986 -2.3314 -1.2249 0.0 0.0 0.0 0.5332
H 0.2659 -4.6750 0.2068 0.0 0.0 0.0 0.3961
H 2.4697 -3.3098 -6.3240 0.0 0.1 -0.1 0.3612
H -0.3846 0.1686 -1.2097 0.0 -0.2 0.0 0.6577
H -1.0274 -1.7014 5.4842 0.0 0.0 0.2 0.5225
H 1.1941 -2.9223 -1.2326 0.0 0.0 0.0 0.5730
H 0.5505 -5.6531 -3.6047 -0.1 -0.1 0.1 0.3486
H -0.0071 1.5423 -3.2149 0.0 0.0 0.0 0.7201
H 1.0932 5.7742 -7.0724 0.0 0.0 0.0 0.2237
```
Positions in Å, forces in eV/Å.

Results
relative energy (zero: lowest compared OMol25 entry of this formula, charge and spin): 2.2 kcal per mole
calculated total energy: -1749.98937 a.u.
gap between HOMO and LUMO: 8.376 eV
total charge: 0

=====

Entry 2:
A cluster of 2 separate species, C2H7N3O3S in total at a distorted geometry. Source: OMol25; level of theory: the ωB97M-V functional and the def2-TZVPD basis.

XYZ file:
```
16
Properties=species:S:1:pos:R:3:forces:R:3:mulliken_charge:R:1
S 1.5945 0.4409 0.1745 1.0 -0.7 0.5 0.5733
O 0.7642 0.4053 -1.0196 -0.3 0.0 -0.6 -0.5338
O -1.7154 -1.6728 0.2951 0.1 -0.3 0.3 -0.4906
O 3.1841 0.1530 -0.2925 -0.6 -0.6 0.4 -0.4844
N -2.0088 0.4697 -0.4432 -0.8 0.7 -1.2 0.1172
N -1.4639 1.0619 0.6212 0.2 -1.5 1.0 0.1413
N -1.2772 2.2541 0.6645 0.2 1.8 0.1 -0.5671
C -2.0713 -0.8978 -0.5417 -0.2 0.0 -0.3 0.0056
C 1.4560 -1.2120 0.9414 0.2 0.6 -0.2 -0.7810
H 1.9872 -1.1866 1.8855 0.1 0.0 0.1 0.3650
H -2.2584 1.0327 -1.2673 0.2 -0.2 0.4 0.2420
H 1.9015 -1.9395 0.2734 0.1 0.0 -0.2 0.3024
H -2.5197 -1.1988 -1.5072 0.1 0.0 0.1 0.3374
H -1.5589 2.8007 -0.1769 -0.1 -0.4 -0.2 0.1967
H 3.5809 0.9213 -0.7049 -0.1 0.5 0.0 0.3170
H 0.4055 -1.4319 1.0976 -0.1 0.2 0.0 0.2590
```
Positions in Å, forces in eV/Å.

Results
relative energy (zero: lowest compared OMol25 entry of this formula, charge and spin): 52.1 kcal per mole
calculated total energy: -868.49272 a.u.
gap between HOMO and LUMO: 9.948 eV
total charge: 0

=====

Entry 3:
A structure of composition C3H6N2 at a distorted geometry. Source: OMol25; level of theory: the ωB97M-V functional and the def2-TZVPD basis.

XYZ file:
```
11
Properties=species:S:1:pos:R:3:forces:R:3:mulliken_charge:R:1
N 1.7900 -0.7098 0.1692 -3.7 -1.0 -0.2 -0.1107
N 2.5864 0.1173 -0.0684 2.5 2.4 -1.7 -0.3306
C -1.0428 -0.9307 -0.0721 0.6 -0.2 2.6 -1.1994
C 0.0302 0.0609 0.0201 1.7 1.0 1.5 0.5614
C -0.0862 1.3829 -0.0763 0.0 -3.4 -0.2 -0.8542
H -0.9583 1.8407 -0.4414 -1.2 0.6 0.0 0.3040
H 3.5947 -0.2106 -0.3649 -1.8 -0.2 1.4 0.2452
H -2.0160 -0.6202 0.2423 -0.5 0.8 0.1 0.3626
H -1.0320 -1.1467 -1.0520 -0.6 -1.4 -3.7 0.3087
H 0.7944 1.8909 -0.0693 2.4 1.9 0.1 0.3752
H -0.8938 -1.8411 0.4839 0.6 -0.4 0.2 0.3378
```
Positions in Å, forces in eV/Å.

Results
relative energy (zero: lowest compared OMol25 entry of this formula, charge and spin): 99.2 kcal per mole
calculated total energy: -227.26679 a.u.
gap between HOMO and LUMO: 9.198 eV
total charge: 0